1.
Entry from OMol25: a molecular structure, C5H12S at a distorted geometry (ωB97M-V/def2-TZVPD).

XYZ file:
```
18
Properties=species:S:1:pos:R:3
C -1.4396 1.8715 0.1221
C 1.4339 -0.1300 -0.4976
C 0.5271 -2.3739 -1.0282
C -1.5630 1.6400 1.6413
C 1.4981 -1.5856 -0.2142
S 0.0819 0.6847 -1.1137
H -2.3863 1.5852 -0.3425
H -0.9494 2.8462 -0.1409
H 2.0262 0.5388 0.1531
H 0.8454 -3.4379 -0.9782
H -0.5699 -2.4070 -0.6779
H 0.5079 -2.1395 -2.0101
H -0.6835 1.8302 2.2888
H -2.3913 2.2597 1.9806
H -1.7212 0.5512 1.5581
H 2.5373 -1.8430 -0.3556
H 1.4991 -1.7875 0.9362
H 0.7473 1.8968 -1.3212
```

Values from the calculation:
- Net charge: 0
- Calculated total energy: -16210.559 eV
- Kohn-Sham gap (spin up / spin down): 7.3 / 7.3 eV
- E_LUMO (spin up / spin down): 0.663 / 0.663 eV
- HOMO level (spin up / spin down): -0.2437 / -0.2437 Eh
- Multiplicity: 1

These are the Löwdin partial charges, in e, on atoms 1 to 4:
1. C -0.321
2. C -0.551
3. C -0.158
4. C -0.182

=====

2.
Entry from OMol25: a molecular structure, C46H52BLuN8OS at a distorted geometry (ωB97M-V/def2-TZVPD).

XYZ file:
```
110
Properties=species:S:1:pos:R:3
Lu -0.1272 -0.4358 0.0900
C -0.8292 4.9211 -1.8787
C -1.3445 3.6196 -1.3581
C -2.6459 3.1579 -1.3453
C -2.5881 1.8982 -0.7436
N -1.3193 1.6010 -0.4350
N -0.5664 2.6706 -0.8089
B 0.9437 2.7815 -0.4737
N 1.7745 1.7877 -1.3057
N 1.6834 0.4595 -1.0738
C 2.6381 -0.1374 -1.7939
C 3.3012 0.8216 -2.5683
C 2.7380 2.0342 -2.2146
C 3.1092 3.4033 -2.6806
C 2.9296 -1.5651 -1.6293
C 2.8165 -2.1478 -0.3667
C 3.1103 -3.4876 -0.1738
C 3.4967 -4.2685 -1.2523
C 3.6139 -3.6980 -2.5135
C 3.3475 -2.3490 -2.6972
N 1.1570 2.4863 1.0335
N 0.8663 1.2889 1.6146
C 1.1824 1.4052 2.9061
C 1.6907 2.6830 3.1624
C 1.6435 3.3439 1.9514
C 1.9988 4.7678 1.6731
C 0.9824 0.3233 3.8850
C 1.9720 0.0376 4.8238
C 1.7829 -0.9645 5.7615
C 0.5965 -1.6859 5.7825
C -0.4027 -1.3929 4.8680
C -0.2108 -0.3947 3.9233
C -3.7073 0.9938 -0.4611
C -4.8405 1.0033 -1.2732
C -5.8835 0.1261 -1.0298
C -5.8096 -0.7698 0.0295
C -4.6969 -0.7687 0.8558
C -3.6578 0.1164 0.6151
H -1.6516 5.4736 -2.3287
H -0.3981 5.5263 -1.0805
H -0.0576 4.7669 -2.6330
H -3.5235 3.6780 -1.6924
H 1.3160 3.8865 -0.7152
H 4.1278 0.6620 -3.2412
H 3.9378 3.3300 -3.3819
H 2.2749 3.8984 -3.1793
H 3.4171 4.0324 -1.8445
H 2.5989 -1.5228 0.4960
H 3.0550 -3.9134 0.8203
H 3.7272 -5.3166 -1.1074
H 3.9103 -4.3071 -3.3577
H 3.4429 -1.9064 -3.6819
H 2.0219 3.0840 4.1058
H 2.3368 5.2334 2.5966
H 2.7917 4.8564 0.9298
H 1.1326 5.3203 1.3056
H 2.9034 0.5908 4.7972
H 2.5678 -1.1877 6.4723
H 0.4540 -2.4693 6.5162
H -1.3346 -1.9453 4.8801
H -1.0060 -0.1439 3.2366
H -4.8869 1.6814 -2.1166
H -6.7552 0.1350 -1.6714
H -6.6196 -1.4648 0.2092
H -4.6312 -1.4548 1.6896
H -2.8111 0.1538 1.2935
C -0.2403 -2.5368 -3.6059
C -1.2912 -2.3027 -2.5045
C -2.0319 -1.0074 -2.8355
C -2.2964 -3.4615 -2.5264
C -0.5703 -2.2156 -1.1641
H -0.7186 -2.6295 -4.5899
H 0.3307 -3.4471 -3.4093
H 0.4589 -1.6983 -3.6351
H -2.4293 -1.0282 -3.8555
H -1.3569 -0.1456 -2.7605
H -2.8689 -0.8605 -2.1503
H -2.8675 -3.4787 -3.4618
H -2.9956 -3.3620 -1.6918
H -1.7743 -4.4164 -2.4223
H -0.2653 -3.2364 -0.8889
C -2.8766 -5.4045 5.7124
C -2.8154 -4.9497 4.2561
C -1.5388 -5.4374 3.5779
N -1.3591 -4.9076 2.2245
C -0.7940 -3.6445 2.0992
S -1.6132 -2.4091 1.3702
N 0.5321 -3.4495 2.5068
C 1.5905 -4.2615 2.8621
O 2.4891 -3.7735 3.5319
C 1.6557 -5.6642 2.3765
C 2.2400 -6.6111 3.2128
C 2.3082 -7.9395 2.8287
C 1.8088 -8.3285 1.5913
C 1.2782 -7.3775 0.7307
C 1.2042 -6.0476 1.1166
H -3.7414 -4.9850 6.2272
H -1.9780 -5.0927 6.2503
H -2.9410 -6.4932 5.7733
H -2.8542 -3.8588 4.1949
H -3.6801 -5.3379 3.7099
H -1.5305 -6.5297 3.5270
H -0.6766 -5.1382 4.1770
H -2.1936 -4.9804 1.6626
H 0.7290 -2.4874 2.7499
H 2.6309 -6.2871 4.1691
H 2.7565 -8.6709 3.4885
H 1.8484 -9.3674 1.2889
H 0.9205 -7.6669 -0.2495
H 0.8285 -5.3050 0.4237
```

Values from the calculation:
- Net charge: 0
- Calculated total energy: -107649.956 eV
- Kohn-Sham gap (spin up / spin down): 5.1 / 5.1 eV
- E_LUMO (spin up / spin down): 0.452 / 0.453 eV
- HOMO level (spin up / spin down): -0.1698 / -0.1699 Eh
- Multiplicity: 1

These are the Löwdin partial charges, in e, on atoms 1 to 4:
1. Lu 1.430
2. C -0.011
3. C -0.256
4. C 0.039

=====

3.
Entry from OMol25: a gas-phase ion, C3H2NO5S (charge -1) at a distorted geometry (ωB97M-V/def2-TZVPD).

XYZ file:
```
12
Properties=species:S:1:pos:R:3
O -2.0607 -0.8075 1.2685
C -1.0898 -0.5686 0.5510
C -0.8874 -1.0115 -0.7615
S 0.5844 -0.2659 -1.3575
O 1.7304 -1.0873 -1.0820
O 0.4494 0.2062 -2.7111
O 0.9491 1.1954 -0.4710
C 0.8505 1.1963 0.8763
O 1.4054 1.9559 1.6220
N -0.0189 0.1891 1.2631
H -1.6783 -1.1957 -1.4526
H -0.2341 0.1936 2.2549
```

Values from the calculation:
- Net charge: -1
- Calculated total energy: -25707.941 eV
- Kohn-Sham gap: 8.5 eV
- E_LUMO: 3.716 eV
- HOMO level: -0.1772 Eh
- Multiplicity: 1

These are the Löwdin partial charges, in e, on atoms 1 to 4:
1. O -0.027
2. C -0.565
3. C -0.151
4. S 0.678

=====

4.
Entry from OMol25: a single C2H7B molecule at a distorted geometry (ωB97M-V/def2-TZVPD).

XYZ file:
```
10
Properties=species:S:1:pos:R:3
C 1.2821 0.3163 -0.3297
B 0.0142 0.2573 0.5363
C -1.3001 -0.0912 -0.0991
H 0.9656 0.1515 -1.3932
H 2.0177 1.0561 -0.3916
H 1.8186 -0.5920 0.0707
H 0.0316 0.3377 1.7413
H -1.4326 0.0616 -1.1129
H -1.5598 -1.0301 0.1876
H -2.0967 0.4462 0.3237
```

Values from the calculation:
- Net charge: 0
- Calculated total energy: -2862.930 eV
- Kohn-Sham gap: 11.7 eV
- E_LUMO: 0.788 eV
- HOMO level: -0.4016 Eh
- Multiplicity: 1

These are the Löwdin partial charges, in e, on atoms 1 to 4:
1. C -0.071
2. B -0.255
3. C -0.074
4. H 0.071

=====

5.
Entry from OMol25: a molecular structure, C4H7N3O at a distorted geometry (ωB97M-V/def2-TZVPD).

XYZ file:
```
15
Properties=species:S:1:pos:R:3
C 0.5229 1.6264 -0.0287
C 0.1863 0.1591 -0.3696
C 2.6672 -0.8798 -0.0097
C -3.1540 -0.5074 0.2253
H -0.2199 2.3500 -0.3714
H 1.6448 2.2094 -0.2907
H 0.5793 1.4842 1.3556
H 0.7804 -1.6702 0.1316
H 2.8398 -1.9791 0.3694
H -4.3162 -0.1991 0.2152
H -3.2714 -1.5701 0.6503
N 1.1970 -0.7891 -0.4533
N -0.9808 -0.5122 -0.6085
N -2.0427 0.2269 -0.6119
O 3.5674 0.0510 -0.2036
```

Values from the calculation:
- Net charge: 0
- Calculated total energy: -10771.671 eV
- Kohn-Sham gap: 7.7 eV
- E_LUMO: -0.725 eV
- HOMO level: -0.3096 Eh
- Multiplicity: 1

These are the Löwdin partial charges, in e, on atoms 1 to 4:
1. C -0.047
2. C -0.385
3. C -0.165
4. C 0.009

=====

6.
Entry from OMol25: a molecular structure, C37H53N8O2PRuS2Sb at a distorted geometry (ωB97M-V/def2-TZVPD).

XYZ file:
```
105
Properties=species:S:1:pos:R:3
Ru 0.0853 0.0955 -0.6631
O -1.2598 1.5855 0.3792
S -1.3893 2.7170 1.4004
C -2.7756 2.2909 2.5094
C -2.7193 0.8935 3.1216
C -3.6512 -0.1139 2.4547
C -3.2955 -1.5442 2.8541
S -2.0433 -2.2516 1.7145
O -1.2164 -1.0872 1.2409
C -3.2219 -2.6528 0.3844
C -3.8783 -3.8687 0.5374
C -4.8391 -4.2727 -0.3769
C -5.1432 -3.4692 -1.4661
C -4.4759 -2.2669 -1.6461
C -3.5182 -1.8647 -0.7290
C -0.0717 2.6487 2.5977
C 0.4328 1.4572 3.1066
C 1.4242 1.5087 4.0763
C 1.8894 2.7356 4.5329
C 1.3740 3.9191 4.0229
C 0.3917 3.8813 3.0448
H -3.6795 2.4741 1.9242
H -2.7075 3.0785 3.2629
H -2.9456 0.9502 4.1875
H -1.7085 0.5047 3.0666
H -3.5687 -0.0136 1.3718
H -4.6922 0.0948 2.7083
H -4.1434 -2.2273 2.8191
H -2.8258 -1.5957 3.8358
H -3.6394 -4.5012 1.3855
H -5.3486 -5.2166 -0.2389
H -5.8961 -3.7791 -2.1778
H -4.6957 -1.6315 -2.4950
H -3.2740 0.2474 -0.6891
H 0.0594 0.5023 2.7544
H 1.8214 0.5872 4.4796
H 2.6580 2.7682 5.2933
H 1.7395 4.8719 4.3807
H -0.0079 4.8007 2.6328
N -0.6606 -1.9846 4.2453
C 0.4045 -2.0273 3.7892
N 1.6125 -2.0531 3.2712
C 1.7784 -1.9535 2.0058
N 2.0093 -1.8616 0.8576
N -2.8100 -0.6237 -0.9477
C -1.5436 -0.6178 -1.1741
N 1.9852 0.9873 0.2888
C 3.1341 1.5143 -0.3988
C 3.8933 0.6941 -1.2189
C 5.0136 1.1940 -1.8630
C 5.3902 2.5187 -1.6824
C 4.6556 3.3245 -0.8264
C 3.5349 2.8221 -0.1794
H 1.7140 1.6477 1.0088
H 2.2522 0.1201 0.7651
H 3.6242 -0.3472 -1.2990
H 5.6112 0.5426 -2.4880
H 6.2693 2.9083 -2.1767
H 4.9623 4.3468 -0.6475
H 2.9908 3.4403 0.5266
C -2.7647 2.9422 -4.0604
C -2.3529 1.8555 -3.0714
Sb -0.2684 1.8527 -2.5766
C 0.5147 1.3688 -4.5094
C 2.0353 1.2281 -4.5115
C 0.0099 3.9828 -2.6422
C 1.3397 4.5990 -2.2557
H -3.8123 2.8236 -4.3392
H -2.1805 2.9018 -4.9810
H -2.6539 3.9397 -3.6373
H -2.5593 0.8620 -3.4770
H -2.9090 1.9477 -2.1368
H 0.1990 2.1638 -5.1864
H 0.0055 0.4636 -4.8434
H 2.5197 2.1698 -4.2497
H 2.4109 0.9365 -5.4940
H 2.3866 0.4991 -3.7744
H -0.8031 4.4017 -2.0466
H -0.2271 4.1803 -3.6894
H 1.5276 4.4970 -1.1924
H 1.3237 5.6651 -2.4880
H 2.1819 4.1560 -2.7865
C 2.1611 -3.7135 -3.9793
N 0.6482 -3.4401 -3.9596
C 0.0021 -4.5156 -3.0685
N 0.5741 -4.4955 -1.7744
C 2.0183 -4.7118 -1.8320
N 2.6746 -3.7037 -2.6618
C 2.7015 -2.3744 -2.0529
P 0.9806 -1.7551 -1.7244
C 0.3604 -2.0509 -3.4634
C 0.2241 -3.2960 -1.0159
H 2.6173 -2.9430 -4.6002
H 2.2843 -4.6925 -4.4431
H 0.2817 -3.5335 -4.9083
H 0.1886 -5.4664 -3.5686
H -1.0671 -4.3062 -3.0407
H 2.2172 -5.6990 -2.2512
H 2.4259 -4.6655 -0.8242
H 3.2109 -1.6916 -2.7362
H 3.2476 -2.4081 -1.1134
H 0.8311 -1.3594 -4.1599
H -0.7206 -1.9005 -3.4867
H -0.8588 -3.1611 -1.0312
H 0.5500 -3.4000 0.0161
```

Values from the calculation:
- Net charge: +2
- Calculated total energy: -95306.718 eV
- Kohn-Sham gap (spin up / spin down): 7.1 / 7.4 eV
- E_LUMO (spin up / spin down): -5.319 / -5.296 eV
- HOMO level (spin up / spin down): -0.4575 / -0.4672 Eh
- Multiplicity: 2

These are the Löwdin partial charges, in e, on atoms 1 to 4:
1. Ru 0.689
2. O -0.670
3. S 1.039
4. C -0.278

=====

Respective energy above the lowest of the compared OMol25 structures with the same formula, charge and spin values: 406.8 40.8 0.0 0.0 779.3 0.0 kJ/mol.